Record 1
{
  "formula": "C7H11NOP",
  "method": "ωB97M-V/def2-TZVPD",
  "spin_multiplicity": 3,
  "s_squared": 2.0309,
  "total_charge": 1,
  "homo_energy_ev": [-9.036, -12.881],
  "e_above_lowest_kcal_mol": 49.8,
  "gap_ev": [4.82, 5.26],
  "species": ["C", "C", "C", "C", "C", "C", "C", "N", "O", "P", "H", "H", "H", "H", "H", "H", "H", "H", "H", "H", "H"],
  "xyz": [[-0.79, 1.21, 0.30], [-1.16, -1.18, -0.12], [0.54, 0.95, 0.32], [0.19, -1.34, -0.05], [-1.62, 0.15, 0.05], [-3.08, 0.46, -0.25], [4.13, 0.64, -0.13], [1.03, -0.23, 0.03], [-3.95, -0.40, 0.39], [2.95, -0.53, 0.17], [-1.10, 2.30, 0.32], [-1.73, -2.09, 0.02], [1.12, 1.75, 0.80], [0.56, -2.34, -0.30], [-3.33, 1.45, -0.04], [-3.16, 0.43, -1.37], [3.95, 1.67, 0.16], [4.57, 0.50, -1.16], [-4.76, -0.67, -0.20], [2.71, -0.98, 1.51], [2.95, -1.74, -0.49]]
}

=====

Record 2
{
  "formula": "C4H7N2",
  "method": "ωB97M-V/def2-TZVPD",
  "total_charge": 1,
  "homo_energy_ev": -13.546,
  "e_above_lowest_kcal_mol": 86.9,
  "smiles": "C/[NH+]=C/C=C=N",
  "gap_ev": 8.77,
  "species": ["C", "N", "C", "C", "C", "N", "H", "H", "H", "H", "H", "H", "H"],
  "xyz": [[-2.28, -0.37, 0.01], [-0.79, -0.42, -0.11], [-0.15, 0.71, 0.18], [1.20, 1.06, 0.11], [2.37, 0.05, 0.02], [3.33, -0.69, 0.00], [-2.60, -0.65, -1.06], [-2.70, -1.29, 0.65], [-2.62, 0.60, 0.37], [-0.19, -1.21, -0.20], [-0.91, 1.61, 0.15], [1.43, 2.02, 0.50], [3.92, -1.41, -0.61]]
}

=====

Record 3
{
  "formula": "C12H32N8O2Ru",
  "method": "ωB97M-V/def2-TZVPD",
  "spin_multiplicity": 2,
  "s_squared": 0.7537,
  "total_charge": 3,
  "homo_energy_ev": [-18.273, -18.273],
  "e_above_lowest_kcal_mol": 0.6,
  "gap_ev": [10.03, 7.75],
  "species": ["Ru", "N", "C", "C", "N", "C", "C", "N", "C", "C", "N", "H", "H", "H", "H", "H", "H", "H", "H", "H", "H", "H", "H", "H", "H", "H", "H", "H", "H", "N", "C", "C", "C", "C", "N", "C", "N", "N", "C", "O", "O", "H", "H", "H", "H", "H", "H", "H", "H", "H", "H", "H", "H", "H", "H"],
  "xyz": [[-0.64, 0.66, 0.01], [-1.89, 2.34, -0.37], [-1.04, 3.57, -0.44], [-0.01, 3.48, 0.67], [0.70, 2.16, 0.57], [1.22, 1.73, 1.91], [0.06, 1.39, 2.83], [-0.90, 0.46, 2.13], [1.80, 2.28, -0.45], [1.86, 1.06, -1.35], [0.46, 0.73, -1.80], [-2.45, 2.28, -1.21], [-2.57, 2.46, 0.38], [-1.64, 4.48, -0.33], [-0.57, 3.60, -1.42], [-0.51, 3.55, 1.63], [0.71, 4.30, 0.62], [1.84, 2.50, 2.35], [1.83, 0.84, 1.73], [-0.50, 2.27, 3.12], [0.43, 0.93, 3.74], [-1.81, 0.52, 2.57], [-0.57, -0.49, 2.27], [2.76, 2.43, 0.05], [1.61, 3.16, -1.05], [2.23, 0.18, -0.82], [2.50, 1.25, -2.20], [0.48, -0.16, -2.29], [0.17, 1.42, -2.50], [-1.92, -0.98, -0.56], [-1.42, -2.22, 0.11], [-1.96, -3.53, -0.45], [-1.63, -3.93, -1.89], [-0.22, -4.50, -2.15], [0.18, -5.55, -1.22], [0.12, -6.87, -1.42], [-0.53, -7.37, -2.47], [0.69, -7.69, -0.55], [0.11, -2.13, 0.21], [0.81, -3.10, 0.26], [0.58, -0.89, 0.35], [-2.90, -0.86, -0.32], [-1.93, -1.13, -1.57], [-1.76, -2.15, 1.15], [-3.05, -3.49, -0.36], [-1.64, -4.32, 0.23], [-1.78, -3.11, -2.60], [-2.37, -4.68, -2.18], [0.54, -3.73, -2.09], [-0.17, -4.89, -3.17], [0.64, -5.22, -0.38], [-1.04, -6.79, -3.11], [-0.50, -8.36, -2.67], [1.30, -7.34, 0.17], [0.61, -8.69, -0.64]]
}

=====

Record 4
{
  "formula": "C37H37Cl2GaIN5O2P",
  "method": "ωB97M-V/def2-TZVPD",
  "total_charge": 1,
  "homo_energy_ev": -10.025,
  "e_above_lowest_kcal_mol": 0.0,
  "gap_ev": 7.05,
  "species": ["Ga", "Cl", "C", "C", "C", "N", "C", "O", "C", "C", "C", "C", "C", "N", "C", "C", "C", "Cl", "N", "C", "O", "C", "C", "C", "C", "C", "N", "H", "H", "H", "H", "H", "H", "H", "H", "H", "H", "I", "C", "C", "C", "C", "C", "N", "H", "H", "H", "H", "C", "C", "C", "C", "P", "C", "C", "C", "C", "C", "C", "C", "C", "C", "C", "H", "H", "H", "H", "H", "H", "H", "H", "H", "H", "H", "H", "H", "H", "H", "H", "H", "H", "H", "H", "H", "H", "H"],
  "xyz": [[2.59, 2.62, 16.56], [8.85, 0.22, 16.42], [7.53, 1.21, 16.88], [6.46, 1.19, 16.03], [5.32, 1.89, 16.36], [4.18, 2.03, 15.57], [4.09, 1.62, 14.30], [4.96, 1.14, 13.60], [2.77, 2.02, 13.71], [2.60, 1.84, 12.35], [1.41, 2.23, 11.76], [0.46, 2.87, 12.58], [0.70, 2.98, 13.92], [1.84, 2.55, 14.51], [5.24, 2.55, 17.59], [6.32, 2.52, 18.48], [7.47, 1.88, 18.07], [8.91, 1.97, 19.01], [4.00, 3.10, 17.89], [3.68, 3.89, 18.93], [4.37, 4.38, 19.82], [2.19, 4.11, 19.03], [1.69, 4.73, 20.15], [0.33, 4.74, 20.31], [-0.49, 4.19, 19.34], [0.07, 3.64, 18.19], [1.42, 3.57, 18.09], [6.54, 0.67, 15.08], [3.41, 1.36, 11.77], [1.20, 2.14, 10.66], [-0.47, 3.25, 12.15], [-0.06, 3.46, 14.51], [6.28, 3.03, 19.44], [2.44, 5.10, 20.84], [-0.15, 5.13, 21.21], [-1.55, 4.19, 19.45], [-0.52, 3.19, 17.40], [0.15, 5.91, 15.69], [2.26, 6.05, 15.51], [2.75, 7.28, 15.15], [4.15, 7.45, 15.18], [4.93, 6.37, 15.48], [4.31, 5.14, 15.74], [3.01, 4.99, 15.77], [2.07, 8.10, 14.91], [4.57, 8.43, 15.01], [6.02, 6.45, 15.57], [4.90, 4.24, 15.93], [-0.39, 0.39, 19.34], [1.07, -0.08, 19.20], [1.87, 0.85, 20.16], [1.27, -1.52, 19.69], [1.76, 0.17, 17.42], [3.28, -0.82, 17.44], [4.34, -0.37, 18.23], [5.50, -1.16, 18.37], [5.64, -2.31, 17.63], [4.61, -2.71, 16.75], [3.40, -2.02, 16.76], [0.50, -0.49, 16.19], [1.17, -0.67, 14.79], [-0.19, -1.78, 16.61], [-0.60, 0.60, 16.07], [-0.58, 0.54, 20.42], [-1.10, -0.33, 18.94], [-0.60, 1.34, 18.84], [1.49, 0.63, 21.15], [1.70, 1.90, 19.89], [2.98, 0.68, 20.14], [0.81, -1.61, 20.66], [2.33, -1.78, 19.80], [0.81, -2.21, 19.00], [4.26, 0.56, 18.73], [6.31, -0.86, 19.03], [6.53, -2.90, 17.71], [4.74, -3.59, 16.15], [2.54, -2.37, 16.20], [1.05, -1.71, 14.45], [2.23, -0.47, 14.78], [0.65, -0.02, 14.06], [0.45, -2.67, 16.61], [-1.00, -2.01, 15.91], [-0.70, -1.71, 17.55], [-0.24, 1.62, 15.90], [-1.34, 0.58, 16.91], [-1.14, 0.35, 15.19]]
}

=====

Please write out number 4 again, unchanged.
{
  "formula": "C37H37Cl2GaIN5O2P",
  "method": "ωB97M-V/def2-TZVPD",
  "total_charge": 1,
  "homo_energy_ev": -10.025,
  "e_above_lowest_kcal_mol": 0.0,
  "gap_ev": 7.05,
  "species": ["Ga", "Cl", "C", "C", "C", "N", "C", "O", "C", "C", "C", "C", "C", "N", "C", "C", "C", "Cl", "N", "C", "O", "C", "C", "C", "C", "C", "N", "H", "H", "H", "H", "H", "H", "H", "H", "H", "H", "I", "C", "C", "C", "C", "C", "N", "H", "H", "H", "H", "C", "C", "C", "C", "P", "C", "C", "C", "C", "C", "C", "C", "C", "C", "C", "H", "H", "H", "H", "H", "H", "H", "H", "H", "H", "H", "H", "H", "H", "H", "H", "H", "H", "H", "H", "H", "H", "H"],
  "xyz": [[2.59, 2.62, 16.56], [8.85, 0.22, 16.42], [7.53, 1.21, 16.88], [6.46, 1.19, 16.03], [5.32, 1.89, 16.36], [4.18, 2.03, 15.57], [4.09, 1.62, 14.30], [4.96, 1.14, 13.60], [2.77, 2.02, 13.71], [2.60, 1.84, 12.35], [1.41, 2.23, 11.76], [0.46, 2.87, 12.58], [0.70, 2.98, 13.92], [1.84, 2.55, 14.51], [5.24, 2.55, 17.59], [6.32, 2.52, 18.48], [7.47, 1.88, 18.07], [8.91, 1.97, 19.01], [4.00, 3.10, 17.89], [3.68, 3.89, 18.93], [4.37, 4.38, 19.82], [2.19, 4.11, 19.03], [1.69, 4.73, 20.15], [0.33, 4.74, 20.31], [-0.49, 4.19, 19.34], [0.07, 3.64, 18.19], [1.42, 3.57, 18.09], [6.54, 0.67, 15.08], [3.41, 1.36, 11.77], [1.20, 2.14, 10.66], [-0.47, 3.25, 12.15], [-0.06, 3.46, 14.51], [6.28, 3.03, 19.44], [2.44, 5.10, 20.84], [-0.15, 5.13, 21.21], [-1.55, 4.19, 19.45], [-0.52, 3.19, 17.40], [0.15, 5.91, 15.69], [2.26, 6.05, 15.51], [2.75, 7.28, 15.15], [4.15, 7.45, 15.18], [4.93, 6.37, 15.48], [4.31, 5.14, 15.74], [3.01, 4.99, 15.77], [2.07, 8.10, 14.91], [4.57, 8.43, 15.01], [6.02, 6.45, 15.57], [4.90, 4.24, 15.93], [-0.39, 0.39, 19.34], [1.07, -0.08, 19.20], [1.87, 0.85, 20.16], [1.27, -1.52, 19.69], [1.76, 0.17, 17.42], [3.28, -0.82, 17.44], [4.34, -0.37, 18.23], [5.50, -1.16, 18.37], [5.64, -2.31, 17.63], [4.61, -2.71, 16.75], [3.40, -2.02, 16.76], [0.50, -0.49, 16.19], [1.17, -0.67, 14.79], [-0.19, -1.78, 16.61], [-0.60, 0.60, 16.07], [-0.58, 0.54, 20.42], [-1.10, -0.33, 18.94], [-0.60, 1.34, 18.84], [1.49, 0.63, 21.15], [1.70, 1.90, 19.89], [2.98, 0.68, 20.14], [0.81, -1.61, 20.66], [2.33, -1.78, 19.80], [0.81, -2.21, 19.00], [4.26, 0.56, 18.73], [6.31, -0.86, 19.03], [6.53, -2.90, 17.71], [4.74, -3.59, 16.15], [2.54, -2.37, 16.20], [1.05, -1.71, 14.45], [2.23, -0.47, 14.78], [0.65, -0.02, 14.06], [0.45, -2.67, 16.61], [-1.00, -2.01, 15.91], [-0.70, -1.71, 17.55], [-0.24, 1.62, 15.90], [-1.34, 0.58, 16.91], [-1.14, 0.35, 15.19]]
}